[1]
DFT (ωB97M-V/def2-TZVPD) results for C5H7NO in the gas phase in a non-equilibrium geometry.

```
14
C5H7NO (ωB97M-V/def2-TZVPD)
C -1.8593 0.5937 -0.4253
C -0.4341 0.2472 -0.0352
C 0.5605 0.9648 0.5479
N 1.5533 0.0626 1.1199
C 1.5385 -0.7721 -0.0277
O 2.3851 -0.7529 -0.8862
C 0.0821 -1.1938 -0.1069
H -2.2232 0.1742 -1.3763
H -2.0893 1.6644 -0.4344
H -2.5276 0.1584 0.3352
H 0.8539 1.9896 0.3225
H 2.5049 0.3564 1.2947
H -0.2771 -1.8037 0.7358
H -0.0676 -1.6888 -1.0641
```

Results
SMILES string: CC1=CNC(=O)C1
LUMO energy: 0.932 eV
HOMO level: -8.639 eV
calculated total energy: -324.6607 hartree
molecular weight: 97.12 g/mol
energy relative to the best compared isomer or geometry (same formula, charge and spin): 167.6 kJ/mol
F_max: 1.3 eV/A


[2]
DFT (ωB97M-V/def2-TZVPD) results for a 6-piece molecular cluster, C27H39N6O overall in a non-equilibrium geometry.

```
73
C27H39N6O (ωB97M-V/def2-TZVPD)
C 1.6734 -0.4632 -0.9119
C 2.3530 0.2809 0.3110
C 1.6696 1.7198 0.3976
N 0.5191 1.5388 -0.5313
C -0.6234 0.8228 0.1291
C -1.7939 1.8781 0.3112
C -3.2347 1.1893 0.5594
O -2.6955 1.9161 -0.7462
C 0.9988 0.7256 -1.6866
H 2.4589 -0.9311 -1.5267
H 1.0197 -1.3166 -0.6668
H 2.1564 -0.1127 1.3163
H 3.4021 0.3526 -0.0013
H 1.2817 1.8472 1.4156
H 2.3904 2.5070 0.1486
H 0.1238 2.4128 -0.8928
H -0.4273 0.5067 1.1611
H -1.0875 0.0521 -0.4961
H -1.5758 2.8058 0.8765
H -3.8941 0.6400 -0.1390
H -2.6500 0.2256 0.8014
H 0.2431 0.4033 -2.4110
H 1.8649 1.2375 -2.1398
N 5.1708 -0.5243 2.6220
C 5.1947 -1.6853 1.8927
C 5.6143 -2.6926 2.7190
C 5.8478 -2.1217 3.9978
C 5.5638 -0.7857 3.9082
H 4.9069 0.3769 2.2701
H 4.9137 -1.6921 0.8522
H 5.7394 -3.7256 2.4388
H 6.1858 -2.6347 4.8829
H 5.6078 -0.0003 4.6440
N -6.3233 -2.4766 1.6918
C -5.9476 -2.8978 2.9362
C -5.4589 -1.8125 3.6176
C -5.5473 -0.6921 2.7507
C -6.0864 -1.1336 1.5701
H -6.7136 -3.0634 0.9757
H -6.0584 -3.9288 3.2293
H -5.0809 -1.8200 4.6278
H -5.2493 0.3208 2.9698
H -6.3208 -0.6109 0.6575
N -2.6211 -3.3140 4.2906
C -2.2221 -2.9591 5.5502
C -1.1768 -3.7710 5.9074
C -0.9318 -4.6473 4.8183
C -1.8369 -4.3390 3.8358
H -3.3756 -2.8862 3.7779
H -2.7156 -2.1630 6.0830
H -0.6466 -3.7395 6.8451
H -0.1780 -5.4156 4.7623
H -1.9910 -4.7604 2.8560
N -2.4139 3.4669 -3.6509
C -3.5097 3.1718 -4.4156
C -3.2026 3.4572 -5.7197
C -1.8676 3.9388 -5.7456
C -1.4063 3.9313 -4.4560
H -2.3573 3.3589 -2.6543
H -4.4100 2.7871 -3.9667
H -3.8622 3.3338 -6.5627
H -1.3102 4.2547 -6.6123
H -0.4525 4.2167 -4.0422
N 3.7251 2.1907 -5.9290
C 5.0200 2.3310 -5.5098
C 5.2623 1.3766 -4.5582
C 4.0669 0.6267 -4.4010
C 3.1369 1.1526 -5.2630
H 3.2758 2.7627 -6.6220
H 5.6549 3.0962 -5.9236
H 6.1931 1.2307 -4.0350
H 3.9083 -0.2056 -3.7325
H 2.1130 0.8785 -5.4586
```

Results
LUMO energy: -3.459 eV
HOMO level: -9.922 eV
calculated total energy: -1455.4829 hartree
molecular weight: 463.65 g/mol
F_max: 3.2 eV/A
total charge: +1


[3]
DFT (ωB97M-V/def2-TZVPD) results for C6H6BrNO2 in the gas phase in a non-equilibrium geometry.

```
16
C6H6BrNO2 (ωB97M-V/def2-TZVPD)
C 1.4029 -1.0977 2.1471
C 0.0011 -0.2946 0.3169
C 2.5148 -1.0176 1.2842
C -1.6430 1.4169 -0.5866
C -1.5875 0.3253 -1.5629
C -1.3612 -0.0237 -0.0512
N 1.0097 -0.4011 -0.4461
O 3.6746 -1.2955 1.5016
O 2.2441 -0.9419 -0.1659
Br 0.8612 -0.0561 3.5261
H -0.7096 1.9948 -0.6350
H -2.4545 2.0283 -0.2297
H -2.4530 -0.1407 -2.1345
H -0.6568 0.1414 -2.1339
H -1.9906 -0.5866 0.5620
H 1.1480 -0.0512 -1.3922
```

Results
LUMO energy: -0.314 eV
HOMO level: -8.210 eV
calculated total energy: -3011.1941 hartree
molecular weight: 204.02 g/mol
energy relative to the best compared isomer or geometry (same formula, charge and spin): 427.8 kJ/mol
F_max: 4.1 eV/A


[4]
DFT (ωB97M-V/def2-TZVPD) results for C30H34IIrN4OSi as an isolated structure in a non-equilibrium geometry.

```
72
C30H34IIrN4OSi (ωB97M-V/def2-TZVPD)
C -0.6028 -2.7022 -2.9245
I -3.6452 -2.9117 -3.0436
H 0.1681 -2.9254 -3.7110
H -1.1628 -2.0001 -3.5357
H -0.9448 -3.7449 -2.9559
C -2.7938 -1.9186 2.5701
C -2.2984 -3.1265 2.2038
N -1.7383 -2.9674 0.9538
C -1.8085 -1.6513 0.5488
N -2.4830 -1.0316 1.5572
H -3.3144 -1.5862 3.4593
H -2.2877 -4.0716 2.7409
C -1.5984 2.1263 -3.7951
C -0.8826 0.5648 -2.3066
N -1.8849 1.4402 -2.6228
H 0.1863 1.9173 -5.1003
N 0.0461 0.7516 -3.2927
H -2.2848 2.8571 -4.2018
Ir -0.6528 -0.6348 -0.7200
C 0.1750 -2.1403 -1.6433
O 1.2023 -2.6484 -1.2104
C -0.3945 1.6747 -4.2236
C 1.3131 0.0700 -3.4352
H 1.9877 0.7613 -3.9491
H 1.2126 -0.8450 -4.0341
H 1.7611 -0.1780 -2.4659
C -3.0687 1.6855 -1.8249
H -3.7560 2.2786 -2.4413
H -2.8193 2.2556 -0.9132
H -3.5354 0.7247 -1.5593
C -2.8535 0.3614 1.5623
H -3.9437 0.4256 1.6179
H -2.5282 0.8463 0.6363
H -2.4011 0.8814 2.4116
C -1.2107 -4.1262 0.2758
H -1.6858 -4.2580 -0.7001
H -1.4511 -4.9803 0.9216
H -0.1250 -4.0756 0.1677
C 0.9348 -2.2013 4.5106
C 0.2904 -0.9679 4.5175
C 0.1850 -0.1906 3.3618
C 0.7076 -0.6489 2.1467
C 1.3343 -1.8962 2.1358
C 1.4445 -2.6588 3.3004
Si 0.8006 0.4893 0.6295
C 0.2287 2.1905 1.0059
C -0.3194 3.0050 0.0127
C -0.6866 4.3303 0.2658
C -0.4743 4.8976 1.5207
C 0.1469 4.1123 2.4937
C 0.5299 2.7943 2.2366
C 2.4446 0.5747 -0.2264
C 2.9785 1.8359 -0.5235
C 4.2891 1.9447 -0.9856
C 5.1080 0.8326 -1.1524
C 4.5696 -0.4119 -0.8509
C 3.2554 -0.5443 -0.4063
H 1.0297 -2.7982 5.4194
H -0.1578 -0.6137 5.4371
H -0.3364 0.7653 3.4137
H 1.6910 -2.3057 1.1893
H 1.9296 -3.6270 3.2510
H -0.4809 2.6055 -0.9890
H -1.1471 4.9199 -0.5263
H -0.7795 5.9303 1.7260
H 0.3113 4.5503 3.4753
H 1.0584 2.2419 3.0114
H 2.3641 2.7295 -0.4164
H 4.6835 2.9170 -1.2539
H 6.1349 0.9330 -1.5218
H 5.1787 -1.2949 -0.9856
H 2.8568 -1.5390 -0.2395
```

Results
LUMO energy (alpha / beta): 4.625 / 4.581 eV
HOMO level (alpha / beta): 2.352 / -1.484 eV
calculated total energy: -2149.2136 hartree
molecular weight: 813.84 g/mol
multiplicity: 5
F_max: 3.9 eV/A
total charge: -2


[5]
DFT (ωB97M-V/def2-TZVPD) results for a 3-piece molecular cluster, C4H14N2O3 overall in a non-equilibrium geometry.

```
23
C4H14N2O3 (ωB97M-V/def2-TZVPD)
C 0.9098 -2.2901 0.4687
C 0.1479 -0.9745 0.0784
C -0.7839 -0.6295 1.2715
N -1.9413 0.1978 0.8767
N 1.0967 0.0800 -0.1746
C 2.1017 0.4761 0.6361
O 2.4537 -0.0499 1.6787
H 0.2084 -2.9858 0.9093
H 1.7383 -2.1059 1.1377
H 1.3174 -2.7046 -0.4529
H -0.4176 -1.3227 -0.7783
H -1.1331 -1.5302 1.7506
H -0.1176 -0.0273 1.8512
H -2.3474 0.6950 1.6734
H -2.6637 -0.4477 0.5809
H 0.9141 0.7550 -0.9101
H 2.6438 1.3698 0.3175
O 0.8221 2.7324 -1.7375
H 1.2198 2.3914 -2.5529
H -0.0814 2.3818 -1.7600
O -1.7083 1.4982 -1.7970
H -1.8199 1.2052 -0.8732
H -2.5594 1.2856 -2.1942
```

Results
SMILES string: C[C@@H](CN)NC=O.O.O
LUMO energy: 0.511 eV
HOMO level: -9.444 eV
calculated total energy: -496.0476 hartree
molecular weight: 138.17 g/mol
energy relative to the best compared isomer or geometry (same formula, charge and spin): 60.1 kJ/mol
F_max: 2.9 eV/A


[6]
DFT (ωB97M-V/def2-TZVPD) results for a 14-piece molecular cluster, C4H33NO16 overall in a non-equilibrium geometry.

```
54
C4H33NO16 (ωB97M-V/def2-TZVPD)
C -1.8365 -0.9036 -1.4586
O -0.7376 -1.5827 -2.0238
C -1.3776 -0.3315 -0.2059
C -0.7996 -1.3793 0.9150
C -0.4192 -0.6081 2.2086
O 0.6546 -0.8840 2.6399
O -1.3117 0.0969 2.7605
N -0.3581 0.7179 -0.3850
H -2.4815 -1.7459 -1.3013
H -2.2335 -0.1706 -2.1240
H -2.3132 0.0636 0.4922
H -1.4035 -2.2982 1.1003
H 0.2541 -1.8053 0.4073
H 0.2313 0.8880 0.4213
H 0.0607 0.5402 -1.2709
H -0.7749 -3.6594 -1.1651
H -0.6507 -4.7032 0.1506
O -0.4803 -4.5040 -0.7262
H 1.3834 1.1165 -3.6099
H 2.0158 2.3568 -3.5011
O 1.7072 1.9716 -4.1892
H -1.2801 2.3567 -0.0291
H -2.1302 2.4128 1.1869
O -1.5694 2.9310 0.6288
H -1.9763 2.0438 -3.6804
H -2.1043 2.4566 -2.1136
O -2.6075 2.6325 -3.0151
H 1.1719 2.6401 -0.4725
H 0.0940 3.4144 0.3612
O 1.0649 3.4969 0.0274
H -0.0950 -0.8108 -2.3223
H 1.6641 -0.6885 -3.2193
O 1.0629 -0.0589 -2.9894
H 1.0619 -2.8760 2.6946
H 2.0801 -3.8923 1.9287
O 1.2334 -3.7806 2.1847
H -1.6959 -0.7610 -4.0867
H -0.2419 0.0502 -3.9626
O -1.0991 -0.0095 -4.4600
H 2.2332 -2.1135 0.3346
H 2.0724 -1.2090 -0.8718
O 2.6228 -1.9721 -0.4672
H 1.8817 1.6035 1.3221
H 1.3960 0.9000 2.8426
O 2.2107 1.3600 2.2278
H 0.8595 1.2738 4.0824
H -0.2629 0.2572 4.4672
O 0.5309 0.6121 4.8614
H -3.9924 0.7060 2.3276
H -2.6323 0.9748 2.4806
O -3.4501 1.4662 2.5273
H 4.2587 1.2298 2.2560
H 3.9098 -0.2329 2.0045
O 4.5995 0.4109 1.8089
```

Results
LUMO energy: 4.825 eV
HOMO level: -4.182 eV
calculated total energy: -1430.7614 hartree
molecular weight: 351.30 g/mol
energy relative to the best compared isomer or geometry (same formula, charge and spin): 363.5 kJ/mol
F_max: 9.3 eV/A
total charge: -2